# C2H3NO2

One molecule with the formula C2H3NO2 (the ωB97M-V functional and the def2-TZVPD basis, OMol25).

Each atom is followed by the atoms it is bonded to, with distances in Å.
CARTESIAN COORDINATES (ANGSTROEM)
1 O 2.03981 0.34801 1.06133  C2 1.207
2 C 1.17796 0.23175 0.22381  O1 1.207, N3 1.375, H6 1.106
3 N -0.16456 0.12436 0.50010  C2 1.375, C4 1.435, H7 1.015
4 C -1.10787 -0.20108 -0.53070  N3 1.435, O5 1.196, H8 1.104
5 O -1.23111 -1.30697 -0.97032  C4 1.196
6 H 1.38731 0.23200 -0.86202  C2 1.106
7 H -0.42400 -0.04213 1.46663  N3 1.015
8 H -1.67581 0.66457 -0.91295  C4 1.104

Structure (SMILES) = O=CNC=O
Energy above the lowest of the compared OMol25 structures with the same formula, charge and spin = 66.2 kJ/mol
Kohn-Sham gap = 10.75 eV
HOMO = -10.487 eV

# C16H22ClF4N2O14P2

A 5-piece molecular cluster, C16H22ClF4N2O14P2 overall (the ωB97M-V functional and the def2-TZVPD basis, OMol25).

Each atom is followed by the atoms it is bonded to, with distances in Å.
CARTESIAN COORDINATES (ANGSTROEM)
1 C -1.21279 3.94769 -1.39844  C2 1.649, H12 1.181, H13 1.194, H14 1.194
2 C 0.30879 3.53010 -0.91807  C1 1.649, N3 1.513, H15 1.194, H16 1.173
3 N 0.43483 2.12254 -0.37891  C2 1.513, P4 1.788, H17 1.045
4 P 0.61279 0.89948 -1.67108  N3 1.788, C5 1.921, O6 1.743, P9 2.224
5 C -1.03903 0.48113 -2.55882  P4 1.921, H18 1.183, H19 1.170, H20 1.194
6 O 1.90153 1.39200 -2.73682  P4 1.743, C7 1.471
7 C 1.40717 1.81744 -4.05532  O6 1.471, N8 1.316
8 N 0.87494 1.89050 -5.25674  C7 1.316
9 P 1.29170 -1.02031 -0.77639  P4 2.224, O10 1.741, Cl11 2.161
10 O 2.14791 -0.74677 0.71499  P9 1.741, H21 1.022
11 Cl 2.62996 -1.90197 -2.22643  P9 2.161
12 H -1.85564 3.04009 -1.79653  C1 1.181
13 H -1.09799 4.69503 -2.32228  C1 1.194
14 H -1.78772 4.58681 -0.57013  C1 1.194
15 H 0.56637 4.25954 -0.00864  C2 1.194
16 H 1.10726 3.74330 -1.75032  C2 1.173
17 H -0.31944 1.88243 0.30404  N3 1.045
18 H -1.97126 0.64996 -1.85083  C5 1.183
19 H -1.23612 1.09130 -3.53757  C5 1.170
20 H -1.01687 -0.69452 -2.76375  C5 1.194
21 H 2.01917 -1.61703 1.23530  O10 1.022
22 C -3.14589 0.13374 -6.78131  C23 1.491, O27 1.413, H29 1.095, H30 1.093
23 C -3.45072 -0.75173 -5.62169  C22 1.491, O24 1.410, F28 1.352, H31 1.095
24 O -4.22808 0.06675 -4.77749  C23 1.410, C25 1.363
25 C -4.86561 0.93380 -5.61322  O24 1.363, O26 1.220, O27 1.368
26 O -5.82740 1.61178 -5.29201  C25 1.220
27 O -4.30037 0.94560 -6.85894  C22 1.413, C25 1.368
28 F -2.31970 -1.09030 -4.96303  C23 1.352
29 H -2.26809 0.76636 -6.61204  C22 1.095
30 H -2.99941 -0.42905 -7.70716  C22 1.093
31 H -4.01509 -1.65359 -5.88177  C23 1.095
32 C -2.14135 0.06140 4.00041  C33 1.491, O37 1.413, H39 1.095, H40 1.093
33 C -2.88218 1.34511 3.84243  C32 1.491, O34 1.410, F38 1.352, H41 1.095
34 O -2.48965 1.79722 2.56634  C33 1.410, C35 1.363
35 C -2.21696 0.66576 1.85775  O34 1.363, O36 1.220, O37 1.368
36 O -2.11251 0.62743 0.64305  C35 1.220
37 O -2.08223 -0.42370 2.67408  C32 1.413, C35 1.368
38 F -2.47625 2.25214 4.75905  C33 1.352
39 H -1.12414 0.20332 4.38059  C32 1.095
40 H -2.66447 -0.64316 4.65259  C32 1.093
41 H -3.97195 1.24165 3.87726  C33 1.095
42 C 4.76489 0.41229 2.59885  C43 1.491, O47 1.413, H49 1.095, H50 1.093
43 C 3.82110 0.33365 3.74983  C42 1.491, O44 1.410, F48 1.352, H51 1.095
44 O 4.67159 0.18175 4.86360  C43 1.410, C45 1.363
45 C 5.82830 0.81194 4.51494  O44 1.363, O46 1.220, O47 1.368
46 O 6.69850 1.13282 5.30718  C45 1.220
47 O 5.89134 1.04797 3.16892  C42 1.413, C45 1.368
48 F 3.03916 -0.76536 3.65808  C43 1.352
49 H 5.05665 -0.57377 2.22209  C42 1.095
50 H 4.36138 0.99939 1.76946  C42 1.093
51 H 3.19810 1.22480 3.88113  C43 1.095
52 C 1.29574 -5.59472 2.61232  C53 1.491, O57 1.413, H59 1.095, H60 1.093
53 C 1.81989 -4.27461 2.16038  C52 1.491, O54 1.410, F58 1.352, H61 1.095
54 O 0.66384 -3.47260 2.07544  C53 1.410, C55 1.363
55 C -0.19103 -3.98325 3.00556  O54 1.363, O56 1.220, O57 1.368
56 O -1.17791 -3.39947 3.42166  C55 1.220
57 O 0.19668 -5.22743 3.42171  C52 1.413, C55 1.368
58 F 2.36450 -4.36871 0.92660  C53 1.352
59 H 0.94362 -6.21719 1.78290  C52 1.095
60 H 2.03392 -6.16073 3.18689  C52 1.093
61 H 2.53625 -3.81604 2.85035  C53 1.095

Kohn-Sham gap = 8.49 eV
Net charge = +1
HOMO = -13.195 eV

Number 1: E_tot -283.232792 Eh, M 73.05 g mol⁻¹. Number 2: E_tot -3327.782096 Eh, M 639.75 g mol⁻¹.